Computed, not measured: C14H33ClIN4OP2Sc as an isolated structure at a distorted geometry, with ωB97M-V/def2-TZVPD.

Calculated values
**Lowest unoccupied orbital energy**: -7.3 eV
**Energy relative to the best compared isomer or geometry (same formula, charge and spin)**: 0.000 eV
**DFT total energy**: -3048.389680 Ha
**Molecular weight**: 542.7 g/mol
**Net charge**: +2

Geometry (Å):
I: -3.307763 -0.157508 -1.014200
Sc: -0.356657 0.094134 -0.642446
Cl: 0.133105 0.590258 -2.853857
P: -1.201227 2.545573 0.240436
P: -0.636952 -2.634258 -0.807806
O: -5.743049 -0.820776 0.967963
N: 4.053089 -0.814048 0.074786
N: 1.752050 0.157478 0.194283
N: 3.790755 1.551608 0.566365
N: 3.078920 -0.123695 2.239119
C: -2.324255 -3.307977 -0.982308
C: 2.427930 1.500912 -0.007354
C: -0.551266 3.850508 -0.884307
C: 3.680586 1.209591 2.005968
C: -2.997159 2.869306 0.260387
C: -5.648545 -0.576495 -0.195619
C: 0.217919 -3.237893 -2.323600
C: 4.652394 0.533266 -0.079724
C: -6.632264 -0.463288 -1.288067
C: 1.733520 -0.152274 1.672006
C: 2.681897 -0.829306 -0.492142
C: -0.771587 3.307698 1.857392
C: 0.014365 -3.857319 0.401723
C: 3.937046 -1.098229 1.527593
H: -3.437223 2.450688 1.172932
H: -2.336876 -4.293678 -1.470203
H: 4.824607 0.770682 -1.138423
H: -1.001512 4.387176 1.854255
H: -2.918936 -2.610723 -1.600378
H: -2.800771 -3.373436 0.003350
H: 3.063370 1.990452 2.466748
H: -0.607370 -3.850013 1.306674
H: 2.490622 1.673307 -1.094303
H: 1.818812 2.273974 0.488445
H: -7.628425 -0.659569 -0.868277
H: -0.653566 3.510216 -1.928163
H: -1.078635 4.812216 -0.768326
H: 5.643411 0.544883 0.398042
H: 2.269988 -1.840226 -0.360209
H: -3.456958 2.357064 -0.604291
H: 0.011094 -4.873696 -0.027761
H: 1.044409 -3.605754 0.677035
H: 4.926960 -1.062126 2.001013
H: 2.729256 -0.545741 -1.552288
H: 1.124583 0.609531 2.179584
H: 1.313082 -1.157866 1.810617
H: 3.522965 -2.109780 1.615478
H: -0.089323 -4.258554 -2.607769
H: 0.297915 3.187225 2.061553
H: -6.580638 0.544514 -1.716320
H: 0.514871 4.020893 -0.671346
H: -0.002537 -2.552269 -3.158339
H: 4.674439 1.200641 2.468889
H: -1.344223 2.821491 2.658086
H: -6.388469 -1.191645 -2.070212
H: 1.304859 -3.248143 -2.150871
H: -3.232630 3.940998 0.188186

Atoms 1-6, force components in eV/Å:
-0.7 0.0 -0.3
0.4 0.2 -0.8
-0.2 -0.2 1.0
-0.2 1.8 0.5
0.2 -1.9 -0.2
1.0 1.0 -4.6


Computed, not measured: C14H33N7O6Ru as an isolated structure at a distorted geometry, with ωB97M-V/def2-TZVPD.

Calculated values
**<S²>**: 8.862
**Lowest unoccupied orbital energy (alpha / beta)**: -4.4 / -5.7 eV
**Energy relative to the best compared isomer or geometry (same formula, charge and spin)**: 4.902 eV
**DFT total energy**: -1482.155914 Ha
**Molecular weight**: 496.5 g/mol
**Net charge**: +1
**Multiplicity**: 6

Geometry (Å):
Ru: -0.625440 0.319860 -1.206190
O: -4.749171 3.053304 -1.931856
O: -2.391649 -0.123184 1.243067
O: -0.504467 -0.013171 -4.603072
O: -0.471181 -2.076434 -3.083774
O: -1.253798 2.069873 1.122789
O: 1.524450 1.060430 -3.078704
N: 1.174782 -0.682415 -0.123943
N: 0.549135 -0.530363 2.153352
N: 0.915053 1.330143 -1.997927
N: -1.845313 -0.661712 0.140903
N: -0.488592 1.807434 0.106713
N: -0.831639 -1.640310 -1.949398
N: 2.791713 -1.021355 1.486472
C: 3.233254 -1.246991 2.857248
C: 3.799820 -1.194975 0.449687
C: -1.643119 -3.931393 -1.628421
C: -2.998178 -2.730811 0.903495
C: 2.431255 3.247915 -1.767317
C: -2.165528 -1.956188 -0.056081
C: 1.511486 -0.739113 1.141889
C: -1.545136 -2.509821 -1.197958
C: 1.283252 2.448329 -1.270746
C: 0.717905 0.573646 3.094969
C: 0.688448 3.831943 0.832316
C: -0.070010 -1.701954 2.771515
C: -1.965553 1.288745 -2.052064
C: 0.520161 2.707404 -0.120737
H: 3.388333 2.795837 -1.474249
H: 0.025377 0.649044 -3.931399
H: -1.241199 -4.607482 -0.862034
H: -0.230413 4.426209 0.892070
H: 2.420193 3.323344 -2.860045
H: -5.619986 2.606826 -1.790219
H: 1.321946 0.278378 3.965296
H: 0.549155 -2.096140 3.593591
H: 4.763116 -1.327452 0.941999
H: -4.466972 3.302327 -1.039988
H: -0.216863 -2.489481 2.023259
H: 1.931558 -1.003887 -0.735872
H: -0.687970 -0.635557 -3.850781
H: -1.045091 -1.409813 3.177723
H: -3.742578 -2.082866 1.374384
H: 3.853941 -0.310577 -0.202267
H: 4.248604 -1.636972 2.814238
H: -2.690772 -4.215813 -1.797236
H: -2.388667 -3.188404 1.694487
H: 3.596813 -2.085247 -0.166001
H: 1.182893 1.433084 2.597479
H: -2.521795 1.033775 -2.981100
H: 3.240567 -0.313401 3.428771
H: -1.089825 -4.111196 -2.565084
H: -0.277237 0.867249 3.447482
H: -1.964479 0.873682 1.264360
H: 2.382702 4.251264 -1.342490
H: -1.408291 2.196755 -2.359695
H: 2.594082 -1.979315 3.360603
H: 0.936408 3.468608 1.835924
H: -3.516455 -3.545722 0.386705
H: 1.501198 4.479878 0.495840
H: -2.420246 0.074258 -1.571995

Atoms 1-6, force components in eV/Å:
1.9 -4.9 3.5
-0.9 -0.6 0.5
0.6 1.0 -0.7
1.2 2.5 3.8
0.4 0.0 0.0
0.9 -0.6 -1.4


Computed, not measured: C14H34CdN4O6 as an isolated structure at a distorted geometry, with ωB97M-V/def2-TZVPD.

Calculated values
**Lowest unoccupied orbital energy**: 0.3 eV
**Energy relative to the best compared isomer or geometry (same formula, charge and spin)**: 2.021 eV
**DFT total energy**: -1391.942631 Ha
**Molecular weight**: 466.9 g/mol

Geometry (Å):
Cd: 0.934732 0.219925 0.135342
O: -0.986735 0.936454 0.891080
O: 0.571835 -1.366110 1.564081
O: 2.609516 -0.493820 -0.795601
O: 1.917134 1.620928 1.489853
O: -0.345312 -0.928590 -1.093616
O: 0.700234 1.694688 -1.349509
N: 0.349683 -3.551835 2.201074
N: 0.437067 3.758530 -0.969827
N: -2.906492 0.721695 2.095053
N: 0.159144 -2.391152 -2.663207
C: -0.239623 -3.547849 -3.541370
C: -2.177217 -1.829512 -2.180585
C: 0.126373 5.164521 -1.280614
C: -0.700233 -1.646082 -1.974333
C: -3.233866 -0.613213 1.621935
C: 0.280838 -2.221531 2.381570
C: -1.776081 1.372239 1.737377
C: 2.373089 2.011335 2.763093
C: -1.543081 2.790587 2.226405
C: 0.622165 3.016758 -3.380342
C: -0.259861 -1.722823 3.713707
C: 0.523666 2.807778 -1.869178
C: 3.718815 -0.730096 -1.557021
C: 0.783506 -4.176816 0.930467
H: -1.000909 -0.974503 3.432682
H: -0.527974 -3.333940 -4.570540
H: 0.584376 -1.332392 4.281974
H: -1.084268 -4.108435 -3.140839
H: 4.459474 -1.253052 -0.952005
H: 0.825655 5.749375 -1.878151
H: -2.501087 3.253658 1.990001
H: 0.169389 -5.059266 0.750891
H: -0.762362 3.309851 1.670564
H: 0.576357 3.562202 0.011060
H: -3.474106 -1.247409 2.475263
H: 1.503552 2.305279 3.350986
H: -2.733544 -1.221013 -1.467610
H: -2.358487 -1.074295 1.164532
H: 0.539945 2.022846 -3.820182
H: 1.614087 3.353447 -3.681729
H: 3.415794 -1.439656 -2.326951
H: -2.438468 -2.842313 -1.873881
H: -3.410041 1.201347 2.827490
H: 0.018282 5.767111 -0.378774
H: -3.970912 -0.534006 0.822809
H: -0.785860 -2.543089 4.202154
H: 1.156113 -2.253288 -2.578644
H: 0.477957 -3.552991 0.090484
H: -0.070999 -4.159644 2.889342
H: -0.235040 3.526673 -3.819985
H: 0.659270 -4.156764 -3.637867
H: 2.977146 1.258322 3.269223
H: 1.857154 -4.364193 0.946806
H: -2.535624 -1.554122 -3.172454
H: -0.803194 5.107021 -1.846912
H: 3.090832 2.827599 2.681588
H: 4.213504 0.066966 -2.112071
H: -1.385308 2.796665 3.304913

Atoms 1-6, force components in eV/Å:
2.7 1.0 1.6
-2.5 0.1 1.2
0.1 -1.9 0.4
0.9 -0.2 -0.7
0.2 0.8 0.8
-0.4 1.0 0.8


Computed, not measured: a 3-piece molecular cluster, C14H34NO10P2S overall at a distorted geometry, with ωB97M-V/def2-TZVPD.

Calculated values
**Lowest unoccupied orbital energy**: -0.3 eV
**DFT total energy**: -2441.634966 Ha
**Molecular weight**: 470.4 g/mol
**Net charge**: -1

Geometry (Å):
S: 1.096527 0.202362 -0.176389
P: 3.371209 4.323664 1.670727
P: -5.329293 -2.273863 -0.574100
O: 4.848307 3.694089 2.279621
O: -6.747507 -1.462894 -0.386566
O: 2.558906 3.351224 2.513110
O: 1.937764 4.977183 0.985127
O: -4.355564 -1.918565 0.542979
O: -5.932890 -3.630768 0.301879
O: -4.776148 -0.995577 -1.582204
O: 3.659413 5.706309 2.507150
O: 3.840307 0.565241 -2.058551
O: 4.618839 -0.983153 -0.546293
N: -0.872303 -2.310281 -1.355258
C: -7.134180 -4.250585 -0.136528
C: -0.063181 -0.388809 1.141573
C: 3.512062 -1.800014 -2.803795
C: 2.911415 -3.111295 -2.118091
C: 0.758649 -1.385450 2.109541
C: 5.305804 2.530024 1.594157
C: 0.450598 -1.987349 -2.045579
C: 1.545789 -2.865067 -1.282000
C: 2.014133 6.200855 0.262678
C: -7.234036 -1.173230 0.911186
C: 2.697193 6.194934 3.425640
C: 0.653705 -0.415676 -1.868266
C: 3.977459 -0.659758 -1.794911
C: -3.612461 -1.321449 -2.342201
H: 3.858358 -1.011661 0.093598
H: -1.224460 -3.122760 -1.895200
H: -7.490390 -3.833709 -1.083477
H: -0.322469 0.534029 1.786168
H: -6.953533 -5.320150 -0.265375
H: 1.566066 6.057567 -0.722393
H: -8.244371 -1.592917 0.992401
H: 1.438452 6.958026 0.798902
H: 3.045990 6.541399 0.137734
H: -1.056110 -0.803075 0.777224
H: 1.082209 -3.919839 -1.168188
H: 1.418833 0.031930 -2.606266
H: -3.397206 -0.496223 -3.022510
H: 2.447242 7.222293 3.134888
H: 4.620026 1.695877 1.761831
H: -3.792803 -2.225924 -2.930037
H: -6.617725 -1.600141 1.701878
H: -0.696844 -2.609771 -0.383613
H: -7.301544 -0.093188 1.037237
H: -7.896437 -4.118133 0.634368
H: -2.754447 -1.473910 -1.681281
H: 2.652933 -3.890850 -2.925761
H: 2.804877 -1.427666 -3.626352
H: -0.350374 0.078139 -2.158035
H: 0.427992 -2.455014 1.898689
H: 3.132912 6.218573 4.423694
H: 1.796602 -2.526511 -0.217949
H: 4.468972 -2.134503 -3.363099
H: 6.291012 2.265045 1.978736
H: 3.644000 -3.605953 -1.377570
H: 5.388222 2.731199 0.523824
H: 1.895684 -1.348003 1.913053
H: 0.637040 -1.142035 3.222542
H: 1.780784 5.605758 3.435707

Atoms 1-6, force components in eV/Å:
0.2 0.6 0.2
-4.3 -1.0 8.6
1.0 5.4 7.0
0.5 1.5 -3.4
0.2 -0.1 -1.2
0.3 0.0 -1.7